ORCA calculation (ωB97M-V/def2-TZVPD) on a molecular structure, C20H31B2Cl8F14N6NiO4S2 in a non-equilibrium geometry.

```
88
Properties=species:S:1:pos:R:3:forces:R:3:mulliken_spin:R:1
Ni 9.4401 -7.9087 36.0454 -0.486 1.411 -0.056 1.831
Cl 10.6800 -8.1130 29.4830 -0.121 0.301 0.142 -0.001
Cl 13.9488 -9.5435 31.6425 0.031 -0.267 -0.545 0.000
Cl 15.1894 -10.9703 34.8736 -0.120 0.222 -0.332 0.000
Cl 14.2402 -4.7338 33.4176 -0.026 0.131 -0.125 0.001
Cl 5.2654 -4.9293 40.7784 0.380 -0.181 -0.057 0.000
Cl 3.9455 -5.5191 37.9507 -0.169 -0.480 -0.600 0.000
Cl 13.9571 -5.4823 29.9880 0.743 -0.279 -0.740 0.000
Cl 8.8837 -9.3119 26.9888 -0.009 -0.973 -0.400 0.000
S 9.4373 -6.9189 32.8912 0.678 -1.638 -3.619 0.506
S 8.9221 -5.0074 34.3858 -0.983 2.720 2.767 0.013
F 9.5413 -7.6258 39.7516 -0.491 -0.323 -0.188 0.000
F 7.7534 -7.6280 30.9224 -1.147 -0.424 -0.753 -0.014
F 7.5417 -8.9386 32.7137 -0.846 -0.483 -0.586 -0.017
F 10.8508 -6.4922 36.7759 -1.348 1.297 1.224 0.037
F 9.7230 -8.9616 37.9550 1.340 -2.019 -1.864 0.018
F 7.8465 -3.1119 36.0107 -0.097 1.250 0.370 0.001
F 11.4401 -8.2929 35.7809 -1.566 -3.944 -1.618 0.015
F 6.8683 -4.9861 36.0529 -2.023 -1.031 1.181 0.000
F 12.5617 -6.5216 35.3105 1.081 1.023 -0.376 0.000
F 7.6564 -8.6778 38.8908 -0.643 -1.069 0.683 -0.001
F 6.7036 -6.9386 32.7179 -0.738 -0.209 -0.352 -0.006
F 8.8445 -4.7443 37.0909 -1.733 0.857 -0.699 0.012
F 12.7515 -7.5538 37.3909 0.583 0.354 0.241 0.001
F 8.5959 -7.1071 37.7648 -0.588 2.085 -1.778 -0.021
O 10.0811 -4.1249 34.3809 -0.344 -0.637 -0.098 0.020
O 10.2936 -8.1140 32.8296 -0.723 -0.025 1.157 -0.031
O 9.9631 -5.9349 31.9527 0.835 0.839 -0.833 0.042
O 7.8769 -4.6905 33.4081 0.755 -0.414 0.742 0.017
N 9.2336 -6.5432 34.6204 0.004 1.464 2.024 0.269
N 5.8927 -1.2578 34.1735 -0.016 0.095 -0.116 0.000
N 7.1210 -8.3247 35.6934 0.537 -0.340 0.082 0.016
N 12.7515 0.2677 35.4214 0.153 0.546 -0.025 0.000
N 3.8647 -2.7651 29.9706 0.975 -1.222 1.303 0.000
N 4.9598 -9.5139 30.1642 0.760 -0.391 -0.127 -0.004
C 14.9382 -9.3171 34.1609 0.532 0.477 0.606 0.000
C 5.2594 -6.5622 38.5423 1.515 0.450 1.456 -0.001
C 5.9500 -10.0724 29.9586 -0.144 -0.982 -0.032 0.011
C 8.0173 -4.4020 36.0331 4.428 -1.848 -1.978 -0.009
C 13.0706 -4.3404 31.0060 -0.216 0.647 -0.702 0.005
C 5.3459 -1.8284 35.0035 -0.539 -0.529 1.018 0.000
C 11.7095 -1.7991 36.6115 0.143 0.228 0.690 0.000
C 10.1697 -7.1899 28.0353 1.197 -0.818 0.042 0.000
C 13.6600 -9.1843 33.3447 -0.083 0.031 0.771 0.001
C 4.4450 -3.4305 30.7321 -0.520 0.490 -0.220 0.001
C 5.2297 -4.2772 31.7192 -0.222 1.635 -1.684 -0.004
C 12.2744 -0.6182 35.9671 -0.114 -0.891 -0.560 0.000
C 4.6166 -2.5565 36.0744 -0.184 -0.024 -0.115 0.000
C 4.7010 -8.4097 34.7659 -0.012 0.380 0.416 0.000
C 6.0507 -8.3538 35.2904 0.569 0.017 -0.240 0.011
C 6.1896 -5.6434 39.4016 -0.322 -0.366 -0.624 0.000
C 7.7158 -7.6700 32.2592 1.585 -0.601 0.312 0.285
C 8.8233 -7.6686 27.5608 -0.038 1.501 0.201 -0.004
C 12.8266 -4.9877 32.3214 -0.262 -0.464 0.825 -0.002
C 7.2396 -10.7837 29.6360 -1.089 1.071 0.591 0.002
B 8.8897 -8.1340 38.6100 -0.512 0.993 3.438 -0.012
B 11.9504 -7.1649 36.3348 2.191 0.652 0.536 0.007
H 4.0245 -1.9074 36.7196 0.192 0.405 -0.221 0.000
H 8.0942 -7.5783 28.3661 -0.037 -0.116 -0.097 0.006
H 12.4967 -2.2444 37.2200 -0.064 -0.009 0.129 0.000
H 7.1669 -11.3755 28.7235 -0.029 0.528 -0.133 -0.001
H 7.0970 -6.1268 39.7637 -0.406 -0.400 0.227 0.000
H 4.8522 -7.3891 39.1242 -0.225 0.344 0.167 0.000
H 6.5631 -4.8149 38.7998 -0.335 0.029 -0.039 0.000
H 13.6391 -3.4125 31.0675 0.112 -0.174 0.175 0.000
H 13.1998 -8.1973 33.3908 0.393 0.126 0.133 0.000
H 4.6350 -4.4804 32.6098 0.157 -0.385 -0.306 -0.001
H 11.9203 -4.6526 32.8259 0.196 0.152 0.024 -0.005
H 10.9565 -7.4542 27.3287 -0.252 0.127 -0.358 0.000
H 11.3262 -2.5940 35.9717 -0.048 0.367 -0.430 -0.001
H 4.3442 -7.3883 34.6337 -0.003 -0.016 -0.071 0.002
H 4.6697 -8.9285 33.8077 0.017 -0.104 0.174 -0.001
H 7.8845 -9.9065 29.5850 0.751 -0.546 -0.375 -0.003
H 12.8896 -9.8526 33.7294 0.150 -0.095 -0.129 0.000
H 10.2733 -6.1182 28.2053 -0.525 -0.096 0.327 0.001
H 3.8926 -3.2510 35.6481 0.166 -0.034 -0.254 0.000
H 5.6242 -5.1008 31.1241 -0.300 -0.436 0.617 0.005
H 10.9250 -1.4214 37.2673 -0.123 -0.357 0.083 0.000
H 4.1123 -8.8749 35.5566 -0.314 -0.191 -0.338 -0.001
H 15.8677 -9.0736 33.6462 -0.332 -0.296 -0.582 0.000
H 5.8885 -7.0467 37.7956 -0.271 0.507 -0.525 0.001
H 7.5898 -11.4619 30.4141 -0.283 0.349 0.288 -0.002
H 8.5130 -7.0592 26.7120 -0.127 0.047 0.081 0.000
H 5.2438 -3.1428 36.7459 0.315 0.160 -0.379 0.000
H 6.1001 -3.6763 31.9828 -0.006 -0.069 0.325 -0.001
H 15.0030 -8.6397 35.0123 -0.763 -0.074 0.113 0.000
H 12.7622 -6.0679 32.1910 -0.240 0.171 0.083 0.001
H 12.1830 -4.1086 30.4174 -0.312 -0.206 0.516 0.002
```
Forces are in eV/Å.

Properties
E_HOMO (alpha / beta): 0.4 / -4.7 eV
charge: -2
strongest force on any atom: 5.2 eV/Å
spin multiplicity: 4